DFT (ωB97M-V/def2-TZVPD) results for a structure of composition C47H54CsN8OS.

Its orbital gap is 0.1836 Eh. Its total charge is -1. The energy above the lowest of the compared OMol25 structures with the same formula, charge and spin is 0.6439 eV.

Structure (XYZ):
```
112
C47H54CsN8OS, DFT ωB97M-V/def2-TZVPD
Cs -0.633 0.344 0.694
C 4.339 -0.018 0.099
N 3.660 1.256 0.328
C 4.120 1.911 1.548
C 3.451 1.476 2.840
C 4.194 1.420 4.016
C 3.556 1.072 5.194
C 2.205 0.774 5.154
C 1.547 0.849 3.934
N 2.153 1.204 2.799
C 3.722 2.152 -0.812
C 2.891 1.787 -2.032
C 2.705 2.767 -3.004
C 1.962 2.470 -4.129
C 1.432 1.197 -4.262
C 1.670 0.289 -3.247
N 2.384 0.565 -2.153
C 3.902 -1.046 1.114
C 4.729 -1.458 2.150
C 4.218 -2.309 3.119
C 2.901 -2.717 3.019
C 2.160 -2.282 1.925
N 2.644 -1.477 0.988
H 5.438 0.109 0.126
H 4.046 -0.383 -0.884
H 3.948 2.985 1.449
H 5.211 1.795 1.675
H 5.256 1.632 3.993
H 4.109 1.015 6.125
H 1.661 0.482 6.041
H 0.487 0.614 3.870
H 4.766 2.319 -1.146
H 3.353 3.124 -0.479
H 3.115 3.759 -2.855
H 1.777 3.228 -4.881
H 0.822 0.915 -5.108
H 1.263 -0.716 -3.307
H 5.744 -1.086 2.207
H 4.835 -2.628 3.950
H 2.446 -3.356 3.764
H 1.127 -2.592 1.797
C -1.922 0.702 4.296
C -2.815 0.758 3.206
C -3.076 -0.562 2.782
C -2.320 -1.436 3.593
C -1.618 -0.657 4.537
C -0.776 -1.223 5.642
C -2.285 -2.934 3.528
C -3.985 -0.932 1.646
C -3.378 2.002 2.581
C -1.466 1.886 5.100
H 0.099 -1.783 5.280
H -1.339 -1.915 6.282
H -0.399 -0.438 6.302
H -1.330 -3.334 3.155
H -3.070 -3.329 2.875
H -2.436 -3.396 4.512
H -3.554 -0.728 0.656
H -4.928 -0.377 1.683
H -4.241 -1.996 1.663
H -2.920 2.252 1.611
H -3.233 2.874 3.224
H -4.454 1.914 2.391
H -2.287 2.372 5.642
H -0.998 2.665 4.485
H -0.724 1.605 5.852
C -4.698 2.901 -3.697
C -3.397 3.607 -4.058
N -2.514 3.826 -2.918
C -2.555 5.133 -2.273
C -3.547 5.221 -1.120
C -1.778 2.787 -2.417
S -0.817 3.023 -1.024
N -1.868 1.668 -3.160
C -1.740 0.437 -2.673
O -1.802 0.055 -1.492
C -1.592 -0.632 -3.738
C -1.097 -1.878 -3.369
C -0.895 -2.870 -4.316
C -1.224 -2.633 -5.645
C -1.745 -1.401 -6.018
C -1.919 -0.401 -5.070
H -5.292 2.717 -4.597
H -5.300 3.494 -3.007
H -4.481 1.941 -3.228
H -3.604 4.586 -4.495
H -2.859 3.016 -4.798
H -2.810 5.863 -3.046
H -1.556 5.363 -1.911
H -4.576 5.097 -1.461
H -3.468 6.195 -0.630
H -3.325 4.451 -0.381
H -0.865 -2.042 -2.325
H -0.471 -3.823 -4.018
H -1.074 -3.406 -6.390
H -2.012 -1.217 -7.052
H -2.299 0.573 -5.348
N -1.008 -4.795 -0.601
C -0.998 -3.591 0.050
N 0.063 -2.884 -0.196
C 0.828 -3.663 -1.049
C 2.057 -3.376 -1.643
C 2.579 -4.312 -2.514
C 1.902 -5.512 -2.790
C 0.686 -5.812 -2.204
C 0.166 -4.863 -1.329
H -1.746 -5.472 -0.570
H -1.818 -3.281 0.685
H 2.565 -2.444 -1.408
H 3.528 -4.119 -2.997
H 2.346 -6.221 -3.479
H 0.166 -6.737 -2.424
```

---

DFT (ωB97M-V/def2-TZVPD) results for the ion C3H7N2O with charge +1.

Its orbital gap (spin up / spin down) is 0.2763 / 0.2909 Eh. Its spin multiplicity is 3. Its total charge is +1. The energy above the lowest of the compared OMol25 structures with the same formula, charge and spin is 3.4735 eV.

Structure (XYZ):
```
13
C3H7N2O, DFT ωB97M-V/def2-TZVPD
C 1.577 -0.660 -0.359
C -0.224 1.025 0.742
C -0.485 0.958 -0.676
N -0.802 -1.519 0.004
N 0.184 -0.121 -0.058
O 2.520 -0.213 0.192
H 1.476 -1.395 -1.220
H 0.418 1.805 1.235
H -1.056 0.953 1.461
H -1.391 0.592 -1.155
H -0.031 1.706 -1.347
H -0.497 -1.955 0.846
H -1.690 -1.176 0.336
```

---

DFT (ωB97M-V/def2-TZVPD) results for a cluster of 2 separate species, C11H11N in total.

Its orbital gap is 0.3592 Eh. Its total charge is 0. The energy above the lowest of the compared OMol25 structures with the same formula, charge and spin is 3.3386 eV.

Structure (XYZ):
```
23
C11H11N, DFT ωB97M-V/def2-TZVPD
C 3.816 -0.747 0.335
C 2.521 -1.322 0.380
C 1.434 -0.571 -0.122
C 1.492 0.807 -0.233
C 2.703 1.436 -0.083
C 3.811 0.601 0.113
H 4.712 -1.246 0.500
H 2.496 -2.388 0.923
H 0.503 -1.310 -0.572
H 0.570 1.335 -0.746
H 2.974 2.501 -0.145
H 4.756 1.267 0.065
C -3.458 -0.165 -1.055
C -2.082 -0.333 -1.000
C -1.484 -0.110 0.239
N -2.132 0.056 1.355
C -3.468 0.257 1.330
C -4.145 0.191 0.085
H -3.992 -0.374 -1.987
H -1.515 -0.668 -1.962
H -0.383 -0.175 0.273
H -3.898 0.598 2.251
H -5.231 0.361 0.057
```

---

DFT (ωB97M-V/def2-TZVPD) results for a structure of composition C8H8O3.

Its orbital gap is 0.2771 Eh. Its total charge is 0. The energy above the lowest of the compared OMol25 structures with the same formula, charge and spin is 13.2137 eV.

Structure (XYZ):
```
19
C8H8O3, DFT ωB97M-V/def2-TZVPD
C 3.045 -0.833 0.232
C 0.579 -0.242 -0.382
C 0.737 1.264 -0.326
C -0.402 2.088 -0.332
C -1.707 1.403 -0.413
C -1.825 -0.035 -0.010
C -3.110 -0.430 0.402
C -0.749 -0.900 -0.162
H 3.083 0.070 1.018
H 4.143 -0.512 -0.701
H 3.497 -1.892 1.055
H 1.848 1.580 0.090
H -0.474 3.209 -0.268
H -2.395 2.234 -0.129
H -3.765 0.519 1.728
H 0.048 -2.572 -0.524
O 1.696 -1.175 -0.571
O -3.492 -1.605 -0.536
O -0.759 -2.171 -0.170
```

---

Calculated total energy list, top to bottom, in eV: -74970.47677, -8236.86905, -13072.54011, -14555.53486